Formula: C15H22N2O4
Source: OMol25
Level of theory: ωB97M-V with the def2-TZVPD basis set

Each line ends with the Löwdin charge.
Element x y z (Å)
C 3.211115 0.424903 0.538731  -0.10
C 3.066845 -0.876038 -0.150082  -0.27
C 1.645869 -1.357272 -0.436052  -0.26
C 1.688509 -2.970248 -0.511369  -0.03
C 1.044378 -0.904947 -1.794929  -0.25
N -0.143830 -1.536925 -2.100699  0.11
C -1.462526 -1.376310 -1.698982  -0.40
O -2.321845 -2.219856 -1.946879  0.04
C -1.986742 -0.150695 -0.947225  -0.31
N -3.345980 0.011224 -1.227512  0.05
C -1.805385 -0.493905 0.681816  -0.06
C -1.816584 0.768346 1.501575  -0.23
C -2.645845 1.190914 2.600244  -0.01
C -2.481839 2.404723 3.245280  -0.05
C -1.628689 3.361131 2.832219  -0.41
O -1.575850 4.620500 3.322752  0.05
C -0.811584 2.994567 1.842311  -0.01
C -0.880711 1.707182 1.134570  -0.04
C 1.964805 -0.991773 -3.061124  -0.50
O 1.995439 -1.994903 -3.754541  0.11
O 2.816207 -0.059061 -3.252353  0.19
H 2.515006 1.167560 -0.027627  0.10
H 2.588479 0.366780 1.409047  0.06
H 4.251057 0.766288 0.772560  0.10
H 3.574685 -0.914467 -1.080265  0.09
H 3.609197 -1.676116 0.423180  0.13
H 0.980574 -1.036865 0.335214  0.10
H 0.709315 -3.521576 -0.285270  0.09
H 2.346271 -3.353633 0.270128  0.06
H 2.012390 -3.359049 -1.532974  0.10
H 0.919341 0.233184 -1.782407  0.16
H -0.162569 -2.400496 -2.600680  0.14
H -1.194779 0.697778 -1.075274  0.14
H -3.457423 0.353671 -2.177874  0.09
H -3.688525 -0.945726 -1.353354  0.08
H -2.603753 -1.237339 0.933344  0.13
H -0.815202 -1.062342 0.688986  0.10
H -3.359574 0.491858 2.917264  0.09
H -3.160870 2.506576 4.178951  0.15
H -1.888212 4.552544 4.282527  0.15
H -0.129144 3.649687 1.264694  0.12
H -0.175826 1.572810 0.252684  0.10
H 2.603806 0.597316 -2.630605  0.09

Forces on the atoms, in the same order (eV/Å):
-1.695 1.979 -0.734
0.763 -2.044 0.327
0.901 -2.640 -1.271
-1.137 -0.346 -0.169
1.559 3.448 -0.246
-3.921 -0.894 -0.109
-0.309 0.175 0.421
1.357 -0.278 -0.449
3.796 -0.105 2.549
-1.385 0.820 -0.812
-0.207 -1.254 -1.896
0.248 0.949 0.390
1.825 -0.605 -1.625
-3.562 -2.236 2.690
0.618 0.848 -0.032
-0.584 0.126 2.625
2.424 -1.932 -5.038
0.680 2.455 0.879
-1.025 -5.211 0.353
-0.566 1.070 0.569
1.593 1.186 -1.288
1.841 -0.415 0.499
0.220 -0.047 1.214
-1.129 -0.124 -0.442
0.807 0.207 -1.007
-0.615 0.685 -0.214
-0.466 0.163 0.543
0.989 1.217 -0.457
0.235 0.109 -0.243
-0.163 0.708 1.335
-0.513 -1.079 0.489
1.007 -0.643 -0.515
-2.221 -0.972 -0.325
-0.026 0.473 0.038
-0.099 0.141 0.431
0.587 0.688 -0.124
-1.305 0.881 0.642
-1.018 -0.679 0.707
1.155 0.323 -1.659
0.521 0.473 -1.950
-0.404 0.166 1.194
-0.893 0.159 1.429
0.117 2.053 1.285

**LUMO**: 0.010 Ha
**HOMO energy**: -8.843 eV
**Total energy**: -995.17916 a.u.
**ΔE to the lowest compared entry with this formula, charge and spin**: 373.83 kJ/mol
**Gap between HOMO and LUMO**: 9.1191 eV
**SMILES**: CC[C@H](C)[C@H](NC(=O)[C@@H](N)Cc1ccc(O)cc1)C(=O)O

=====

Formula: C15H22N2O4
Source: OMol25
Level of theory: ωB97M-V with the def2-TZVPD basis set

Each line ends with the Löwdin charge.
Element x y z (Å)
C -4.262646 0.552688 1.461091  -0.04
C -3.551292 0.930033 0.084848  -0.42
C -4.313101 2.001601 -0.599783  -0.09
C -3.450941 -0.237383 -0.889849  -0.15
C -2.712711 -1.499077 -0.478481  -0.32
N -3.489890 -2.367695 0.381606  0.07
C -1.355430 -1.158104 0.128452  -0.37
O -1.132518 -1.221435 1.352472  0.03
N -0.369836 -0.679828 -0.735609  0.12
C 0.869831 -0.213427 -0.137464  -0.19
C 2.052841 -0.221204 -1.216585  -0.10
C 3.422924 -0.165507 -0.662746  -0.25
C 4.095326 1.049288 -0.479845  -0.04
C 5.365714 1.139687 0.066111  -0.01
C 5.934737 -0.069754 0.474451  -0.33
O 7.228691 -0.197247 0.840901  0.04
C 5.304943 -1.312528 0.295363  -0.02
C 4.057054 -1.334303 -0.268810  -0.05
C 0.667072 1.219882 0.403052  -0.45
O 1.085342 2.240096 -0.086964  0.11
O -0.113049 1.308855 1.515116  0.09
H -5.160057 -0.043787 1.290928  0.08
H -3.570425 -0.086612 2.003604  0.05
H -4.529203 1.446948 2.035797  0.08
H -2.548064 1.235407 0.317476  0.11
H -5.282998 1.541433 -0.852899  0.09
H -3.845925 2.356304 -1.517892  0.08
H -4.476187 2.839182 0.097376  0.09
H -4.450664 -0.527417 -1.146294  0.12
H -3.010946 0.173502 -1.789138  0.11
H -2.464675 -2.056559 -1.386137  0.15
H -3.354187 -2.144911 1.361262  0.06
H -3.144033 -3.320015 0.325976  0.08
H -0.552930 -0.262230 -1.633955  0.15
H 1.162112 -0.927264 0.700871  0.18
H 1.891487 -1.137000 -1.739561  0.10
H 1.921092 0.587159 -1.977864  0.13
H 3.587333 1.963032 -0.813045  0.12
H 5.868843 2.127567 0.054512  0.13
H 7.602327 0.603984 1.216197  0.11
H 5.841354 -2.220798 0.622852  0.13
H 3.594447 -2.319664 -0.420759  0.12
H -0.411769 0.407089 1.803356  0.09

Forces on the atoms, in the same order (eV/Å):
0.771 -0.046 -1.351
-0.442 -1.270 1.524
-0.961 0.650 0.135
0.065 0.285 0.349
0.840 -0.535 0.101
-0.122 -0.461 0.227
0.802 1.103 0.537
-0.360 -0.258 -1.589
-0.301 -0.367 1.366
2.043 0.096 -0.147
-1.780 0.893 -0.014
0.477 0.471 0.599
-0.829 0.372 -0.391
-0.166 -0.269 -0.122
0.338 -0.296 -0.820
0.921 0.037 0.732
0.517 0.491 0.563
-0.280 -0.945 -0.049
-0.420 0.662 0.951
-0.035 -0.947 -0.128
0.244 -0.753 -0.272
-0.102 0.125 -0.144
-0.018 0.161 0.423
0.240 -0.212 -0.090
0.600 0.458 0.265
0.048 0.565 -0.068
0.039 0.071 0.008
-0.046 -0.118 -0.478
-0.633 -0.372 -0.258
0.269 -0.006 -0.432
-0.270 -0.030 -0.080
-0.036 0.394 -0.024
-0.043 0.027 -0.257
-0.563 -0.327 -0.094
-0.463 1.018 -0.996
0.092 -0.862 -0.466
-0.187 -0.398 0.777
0.215 -0.365 0.166
-0.127 -0.946 0.331
-0.148 0.210 -0.106
-0.384 0.649 -0.321
-0.044 0.518 0.004
0.237 0.528 -0.362

**LUMO**: 0.020 Ha
**HOMO energy**: -8.457 eV
**Total energy**: -995.28287 a.u.
**ΔE to the lowest compared entry with this formula, charge and spin**: 101.54 kJ/mol
**Gap between HOMO and LUMO**: 8.9907 eV
**SMILES**: CC(C)C[C@H](N)C(=O)N[C@@H](Cc1ccc(O)cc1)C(=O)O

=====

Formula: C15H22N4O4S2Se2W
Source: OMol25
Level of theory: ωB97M-V with the def2-TZVPD basis set

Each line ends with the Löwdin charge.
Element x y z (Å)
W 0.465847 -1.050428 -0.495948  1.26
O -2.291280 3.667298 0.482106  0.11
C -1.915916 3.226409 1.673549  -0.24
C -2.183412 4.036856 2.785750  0.02
C -1.773179 3.671781 4.044936  -0.03
C -1.101690 2.462864 4.245319  -0.06
C -0.872379 1.629973 3.181173  -0.02
C -1.273853 1.978649 1.880827  -0.08
C -0.962033 1.073925 0.801426  -0.40
O -0.459288 -0.117789 1.036010  -0.30
N -1.122851 1.423860 -0.460991  0.05
N -0.585591 0.504721 -1.302884  -0.30
C -0.762472 0.675650 -2.601388  -0.85
S -0.010650 -0.487859 -3.685415  1.00
C -0.283862 0.539111 -5.176692  -0.44
C -1.604282 1.252292 -5.005155  -0.46
S -1.691298 1.947875 -3.311954  1.05
H -2.053206 3.039291 -0.224180  0.07
H -2.713932 4.961024 2.622443  0.13
H -1.975455 4.322581 4.880411  0.12
H -0.773137 2.185550 5.232126  0.11
H -0.371534 0.683918 3.325208  0.09
H -0.290170 -0.120229 -6.043550  0.10
H 0.558008 1.227248 -5.248235  0.10
H -2.456599 0.580934 -5.129729  0.09
H -1.693392 2.085389 -5.699874  0.10
C -0.613727 -3.043371 2.241425  -0.29
Se 1.063377 -2.741254 1.282108  1.05
C 1.839561 -1.455212 2.596088  -0.45
C 2.902537 -0.563633 1.993825  -0.42
Se 2.301893 0.459218 0.369216  1.03
C 3.837088 0.108443 -0.773506  -0.31
H -1.321184 -2.243781 2.011175  0.03
H -0.400667 -3.067192 3.309603  0.05
H -1.009570 -4.018048 1.951166  0.04
H 2.267136 -2.045081 3.411352  0.10
H 0.987935 -0.882536 2.971706  0.05
H 3.786546 -1.140510 1.709371  0.09
H 3.187949 0.193503 2.729326  0.09
H 3.888535 -0.953968 -1.006508  0.04
H 4.747142 0.444892 -0.277369  0.05
H 3.692675 0.687487 -1.685212  0.04
N -1.079011 -2.535558 -1.334849  -0.05
N -0.198001 -3.625844 -1.628610  0.01
C 1.094062 -3.294789 -2.130587  -0.69
O 1.697807 -4.063133 -2.808686  0.19
O 1.506075 -2.126802 -1.683081  -0.29
H -1.827522 -2.876930 -0.719887  0.14
H -1.550018 -2.206550 -2.196894  0.10
H -0.603012 -4.410246 -2.136459  0.17

Forces on the atoms, in the same order (eV/Å):
-0.203 -0.503 0.203
-0.256 0.232 -0.491
0.250 -0.492 0.512
0.006 0.018 -0.257
0.003 -0.170 -0.252
0.099 -0.146 0.059
-0.089 0.059 0.126
-0.095 0.067 0.045
-0.589 1.137 -1.193
0.546 -1.074 -0.385
-0.394 0.875 0.770
-0.530 0.306 -0.877
-0.142 -0.189 -0.040
-0.336 0.606 -0.205
0.106 -0.055 0.116
-0.173 0.007 0.232
0.426 -0.319 0.196
0.058 0.021 0.212
-0.022 0.121 -0.075
-0.027 0.070 0.090
0.037 -0.054 0.149
-0.023 -0.025 0.083
0.011 -0.037 0.048
-0.057 -0.011 -0.022
0.095 0.073 -0.031
-0.023 0.026 -0.003
-0.226 -0.164 -0.013
0.091 0.288 1.297
-0.238 -0.062 -0.043
0.026 0.021 -0.117
0.910 -0.326 0.517
0.189 -0.040 -0.211
0.207 -0.094 0.098
0.077 0.030 -0.092
0.117 0.114 -0.051
-0.051 0.021 -0.142
0.143 -0.142 -0.079
-0.079 0.180 -0.088
0.019 -0.085 -0.159
-0.003 0.093 0.034
-0.172 0.018 0.062
-0.023 -0.041 0.067
0.101 -0.032 -0.498
0.004 -0.295 -0.426
-0.961 -2.130 -0.507
0.049 0.473 0.194
0.484 1.409 0.673
0.479 0.155 0.019
0.251 -0.149 0.389
-0.073 0.213 0.067

**LUMO (spin up / spin down)**: -0.284 / -0.292 Ha
**HOMO energy (spin up / spin down)**: -13.423 / -13.436 eV
**Total energy**: -6770.57563 a.u.
**ΔE to the lowest compared entry with this formula, charge and spin**: 87.26 kJ/mol
**Gap between HOMO and LUMO (spin up / spin down)**: 5.6958 / 5.4885 eV
**Total charge**: +2

=====

Formula: C15H22N6O
Source: OMol25
Level of theory: ωB97M-V with the def2-TZVPD basis set

Each line ends with the Löwdin charge.
Element x y z (Å)
C 2.840446 -3.037853 2.902539  -0.08
N 2.692510 -1.797359 2.115708  0.02
C 1.879478 -1.839455 0.975899  -0.27
N 0.627098 -2.442692 1.082662  0.05
C -0.249817 -2.376868 2.232503  -0.20
C -1.334251 -1.409038 1.882308  -0.18
N -1.803994 -1.662539 0.474570  -0.07
C -2.511591 -0.563381 -0.273223  -0.11
C -1.692129 0.719140 -0.401498  -0.25
C -1.304753 1.223253 -1.602535  -0.05
C -0.748539 2.524337 -1.372704  -0.02
C -0.732925 2.694825 -0.017520  -0.24
C -0.061097 3.873951 0.634309  -0.11
N 1.094255 4.519680 -0.119966  -0.27
C 1.507917 5.851383 0.405209  -0.09
C 2.177371 3.608154 -0.493862  -0.11
O -1.346166 1.612939 0.597438  0.05
C 2.176675 -1.207207 -0.196016  -0.19
C 1.253115 -1.209561 -1.288733  -0.20
N 0.529690 -1.145743 -2.158091  0.19
C 3.440618 -0.580947 -0.327612  -0.22
N 4.500969 -0.102909 -0.371901  0.14
H 3.662303 -3.689361 2.545389  0.09
H 3.039733 -2.714157 3.915801  0.08
H 1.960683 -3.712864 2.899304  0.08
H 3.612883 -1.335902 1.970505  0.13
H 0.081529 -2.087202 0.274596  0.08
H -0.721340 -3.341311 2.396233  0.11
H 0.270180 -2.077117 3.155391  0.12
H -2.166249 -1.519393 2.561363  0.11
H -0.890210 -0.396699 1.965091  0.13
H -2.280006 -2.546131 0.361136  0.11
H -3.431548 -0.314146 0.226947  0.11
H -2.707108 -0.932861 -1.281465  0.12
H -1.526875 0.725138 -2.531915  0.10
H -0.362304 3.205338 -2.143563  0.13
H -0.803862 4.629138 0.873422  0.12
H 0.344666 3.520469 1.596220  0.12
H 2.410375 6.204731 -0.133232  0.09
H 0.676899 6.547956 0.289297  0.08
H 1.795498 5.774245 1.450039  0.07
H 1.790456 2.750686 -1.086503  0.07
H 2.896253 4.132492 -1.122146  0.08
H 2.696953 3.208635 0.422394  0.09

Forces on the atoms, in the same order (eV/Å):
0.033 -0.506 -0.050
0.046 -0.528 -1.347
-1.263 -0.383 2.351
1.833 0.735 -1.124
0.369 -0.389 0.325
-0.924 0.932 -1.287
0.579 1.177 0.105
1.549 0.119 1.754
0.183 -0.063 -1.393
-0.734 0.306 0.396
0.067 -0.546 -0.047
0.188 0.188 -2.315
1.518 0.008 1.035
-1.394 -0.288 -0.651
-0.008 -1.527 -0.502
-0.367 -0.332 0.922
0.420 0.277 0.233
0.492 0.222 -0.712
1.932 0.375 1.946
-1.504 -0.188 -1.879
1.378 0.429 -0.283
-1.219 -0.464 0.114
-0.163 0.547 0.077
0.084 -0.293 0.305
0.254 0.889 -0.113
-1.115 -0.415 -0.078
-0.151 -0.848 0.404
0.235 -0.445 0.119
-0.148 -0.070 -0.387
-0.240 0.236 0.568
-0.638 -0.342 -0.337
-0.165 0.033 0.245
-0.759 0.058 0.135
0.059 0.192 0.163
0.272 0.101 -0.082
-0.155 -0.344 0.730
0.035 0.333 -0.083
-0.156 0.031 0.226
-0.707 -0.203 0.050
0.160 0.071 0.035
0.020 0.163 0.509
0.208 0.564 0.519
0.029 0.063 0.114
-0.131 0.124 -0.708

**LUMO**: 0.022 Ha
**HOMO energy**: -8.096 eV
**Total energy**: -988.44767 a.u.
**ΔE to the lowest compared entry with this formula, charge and spin**: 145.15 kJ/mol
**Gap between HOMO and LUMO**: 8.6866 eV
**SMILES**: CNC(NCCNCc1ccc(CN(C)C)o1)=C(C#N)C#N